## i
The following is a DFT calculation (ωB97M-V with the def2-TZVPD basis set) of a cluster of 2 separate species, H4OS2 in total.

- E_LUMO (eV) = 0.4
- charge = 0
- 2S+1 = 1

Last column: natural (NBO) charge in e.
CARTESIAN COORDINATES (ANGSTROEM)
S (-0.214, -0.722, 1.960)  -0.142
S (0.204, 1.283, 1.526)  -0.122
H (-0.534, -1.058, 0.682)  0.137
H (-1.052, 1.786, 1.654)  0.125
O (0.431, -0.224, -1.620)  -0.935
H (0.719, -1.146, -1.691)  0.467
H (0.447, 0.080, -2.511)  0.469

## ii
The following is a DFT calculation (ωB97M-V with the def2-TZVPD basis set) of a cluster of 2 separate species, H4OS2 in total.

- E_LUMO (eV) = 0.2
- charge = 0
- 2S+1 = 1

Last column: natural (NBO) charge in e.
CARTESIAN COORDINATES (ANGSTROEM)
S (-0.719, 1.089, 0.101)  -0.150
S (1.052, 0.342, -0.766)  -0.154
H (-1.356, 1.101, -1.128)  0.147
H (1.904, 0.377, 0.338)  0.159
O (-0.490, -2.406, 1.212)  -0.930
H (-1.311, -1.936, 1.045)  0.466
H (-0.646, -3.193, 0.689)  0.462

Question: of the structures shown, which is the least stable? Reply: ii.